DFT (ωB97M-V with the def2-TZVPD basis set) results for a cluster of 6 separate species, C30H24F48O6 in total in a non-equilibrium geometry.

Each line ends with the Löwdin charge.
Cartesian coordinates (Å):
F -1.63 -0.73 7.75  0.088
C -1.60 -1.19 6.47  -0.315
F -1.94 -2.47 6.51  0.115
C -2.59 -0.36 5.64  -0.443
F -3.86 -0.76 5.81  0.141
F -2.28 -0.58 4.35  0.100
C -2.35 1.19 5.86  -0.057
O -0.98 1.37 5.77  0.032
C -0.54 2.62 6.08  -0.573
F -0.93 3.48 5.17  0.191
F -1.12 3.03 7.25  0.121
C 0.98 2.62 6.27  -0.193
F 1.54 2.02 5.13  0.065
F 1.38 3.93 6.43  0.077
H -0.60 -1.07 5.96  0.167
H -2.81 1.53 6.81  0.154
H -2.89 1.57 4.98  0.145
H 1.24 2.10 7.19  0.170
F 5.16 2.43 0.99  0.067
C 4.23 1.74 1.78  -0.282
F 4.65 1.85 3.04  0.125
C 2.90 2.35 1.46  -0.420
F 2.86 3.74 1.60  0.093
F 1.96 1.75 2.24  0.113
C 2.44 2.20 0.05  -0.068
O 2.85 0.92 -0.38  0.056
C 2.52 0.72 -1.69  -0.545
F 1.19 0.72 -1.93  0.138
F 2.96 1.77 -2.44  0.122
C 3.10 -0.55 -2.31  -0.221
F 4.44 -0.73 -1.96  0.069
F 2.39 -1.59 -1.79  0.076
H 4.21 0.71 1.48  0.154
H 2.78 3.02 -0.66  0.181
H 1.35 2.27 0.16  0.141
H 2.96 -0.59 -3.41  0.164
F 1.54 -2.10 5.72  0.099
C 2.50 -2.81 5.11  -0.309
F 2.41 -4.08 5.53  0.112
C 2.27 -2.71 3.55  -0.405
F 2.34 -1.38 3.25  0.097
F 1.01 -3.11 3.23  0.121
C 3.42 -3.44 2.78  -0.005
O 4.67 -3.27 3.50  0.001
C 5.58 -2.38 2.97  -0.528
F 5.72 -2.71 1.60  0.087
F 5.25 -1.12 2.99  0.191
C 6.88 -2.57 3.78  -0.206
F 7.79 -1.53 3.49  0.048
F 6.57 -2.57 5.12  0.086
H 3.50 -2.39 5.24  0.164
H 3.53 -3.01 1.76  0.149
H 3.18 -4.48 2.63  0.141
H 7.38 -3.53 3.50  0.183
F -0.51 2.21 -5.91  0.061
C -1.81 2.59 -6.24  -0.308
F -2.06 2.09 -7.43  0.125
C -2.75 2.23 -5.11  -0.448
F -3.19 0.95 -5.21  0.126
F -3.85 3.00 -5.41  0.104
C -2.24 2.58 -3.76  -0.003
O -1.74 3.95 -3.99  0.043
C -1.91 4.80 -2.92  -0.581
F -2.26 4.25 -1.75  0.154
F -0.74 5.40 -2.69  0.159
C -2.89 5.93 -3.25  -0.215
F -2.59 6.57 -4.46  0.061
F -4.10 5.29 -3.34  0.079
H -1.78 3.70 -6.40  0.184
H -1.45 1.91 -3.47  0.142
H -3.01 2.54 -3.00  0.126
H -2.94 6.74 -2.50  0.179
F -0.64 -1.03 -6.25  0.098
C 0.12 -1.55 -5.26  -0.231
F 1.05 -0.64 -4.76  0.067
C -0.83 -2.10 -4.09  -0.399
F -1.15 -1.11 -3.23  0.107
F -0.02 -2.95 -3.37  0.094
C -2.09 -2.83 -4.61  -0.042
O -1.66 -3.64 -5.68  -0.001
C -2.60 -4.17 -6.52  -0.557
F -3.52 -4.95 -5.93  0.166
F -3.26 -3.18 -7.15  0.162
C -1.71 -5.08 -7.44  -0.267
F -1.28 -6.09 -6.64  0.098
F -2.47 -5.53 -8.46  0.098
H 0.61 -2.39 -5.65  0.144
H -2.79 -1.99 -4.93  0.166
H -2.55 -3.49 -3.85  0.158
H -0.88 -4.47 -7.87  0.181
F -1.96 1.61 2.03  0.077
C -2.38 2.22 0.87  -0.288
F -1.36 2.21 0.01  0.103
C -3.56 1.48 0.25  -0.424
F -3.69 1.93 -0.99  0.129
F -4.64 2.04 0.92  0.085
C -3.62 -0.04 0.30  -0.023
O -2.27 -0.45 0.14  -0.001
C -1.90 -1.71 0.60  -0.521
F -1.80 -1.74 1.91  0.186
F -2.88 -2.62 0.28  0.123
C -0.65 -2.05 -0.19  -0.252
F 0.36 -1.26 0.20  0.104
F -0.24 -3.37 0.01  0.071
H -2.58 3.27 1.17  0.185
H -4.26 -0.63 -0.39  0.162
H -3.91 -0.39 1.29  0.146
H -0.72 -1.87 -1.25  0.129

Output
spin multiplicity	1
total charge	0
HOMO level	-11.6936	eV
E_tot	-6402.57845	hartree
max |F|	3.385	eV Å⁻¹
structure (SMILES)	FC(F)C(F)(F)COC(F)(F)C(F)F.FC(F)C(F)(F)COC(F)(F)C(F)F.FC(F)C(F)(F)COC(F)(F)C(F)F.FC(F)C(F)(F)COC(F)(F)C(F)F.FC(F)C(F)(F)COC(F)(F)C(F)F.FC(F)C(F)(F)COC(F)(F)C(F)F
energy above the lowest of the compared OMol25 structures with the same formula, charge and spin	0.0	kcal/mol


DFT (ωB97M-V with the def2-TZVPD basis set) results for the ion C30H24NO with charge +1 in a non-equilibrium geometry.

Each line ends with the Löwdin charge.
Cartesian coordinates (Å):
O 0.89 -0.10 -2.67  0.068
C 0.20 0.49 -1.83  -0.264
C -1.02 1.21 -2.33  -0.148
C -1.52 0.83 -3.62  -0.029
C -2.70 1.34 -4.18  -0.065
C -3.40 2.34 -3.48  -0.070
C -3.00 2.69 -2.17  -0.055
C -1.84 2.07 -1.58  -0.015
C 0.42 0.23 -0.31  -0.075
C -0.34 -1.27 -0.06  -0.128
C 0.04 -1.66 1.34  -0.196
C 0.87 -2.77 1.65  -0.014
C 0.99 -3.12 3.00  -0.071
C 0.45 -2.31 4.02  -0.062
C -0.13 -1.07 3.67  -0.053
C -0.33 -0.75 2.33  -0.077
C -1.80 -1.41 -0.46  -0.159
C -2.08 -1.77 -1.82  -0.030
C -3.37 -1.57 -2.33  -0.066
C -4.37 -1.01 -1.51  -0.068
C -4.10 -0.69 -0.19  -0.066
C -2.83 -0.93 0.36  -0.024
N 1.91 0.24 -0.08  0.079
C 2.61 -0.78 -0.63  0.006
C 3.88 -1.18 -0.24  0.013
C 4.60 -0.34 0.61  0.046
C 3.95 0.76 1.18  -0.133
C 4.65 1.66 2.03  0.000
C 4.01 2.75 2.59  -0.047
C 2.66 2.99 2.30  -0.024
C 1.96 2.16 1.41  0.011
C 2.56 1.01 0.89  -0.094
H -1.00 0.05 -4.17  0.120
H -3.09 0.93 -5.13  0.121
H -4.29 2.81 -3.95  0.116
H -3.65 3.38 -1.59  0.115
H -1.62 2.19 -0.51  0.105
H -0.19 0.86 0.42  0.124
H 0.29 -1.64 -0.82  0.089
H 1.36 -3.36 0.87  0.121
H 1.46 -4.06 3.28  0.111
H 0.54 -2.56 5.07  0.106
H -0.51 -0.39 4.42  0.107
H -0.77 0.21 2.06  0.108
H -1.29 -2.14 -2.48  0.127
H -3.59 -1.86 -3.37  0.116
H -5.34 -0.78 -1.94  0.108
H -4.87 -0.27 0.46  0.113
H -2.61 -0.64 1.39  0.104
H 2.12 -1.29 -1.46  0.131
H 4.29 -2.11 -0.62  0.130
H 5.64 -0.52 0.90  0.142
H 5.71 1.46 2.24  0.132
H 4.55 3.43 3.26  0.124
H 2.12 3.84 2.73  0.122
H 0.97 2.44 1.06  0.112

Output
spin multiplicity	1
total charge	+1
HOMO level	-11.4637	eV
E_tot	-1287.32091	hartree
max |F|	2.402	eV Å⁻¹
structure (SMILES)	O=C(c1ccccc1)[C@@H](C(c1ccccc1)c1ccccc1)[n+]1cccc2ccccc21
energy above the lowest of the compared OMol25 structures with the same formula, charge and spin	0.0	kcal/mol


DFT (ωB97M-V with the def2-TZVPD basis set) results for a structure of composition C30H25BrF9HfN3O2S2.

Each line ends with the Löwdin charge.
Cartesian coordinates (Å):
Hf 0.12 0.59 -0.86  1.705
Br -6.18 -1.47 3.92  0.839
C -4.86 -0.71 2.80  -0.641
C -3.81 0.03 3.50  -0.095
C -2.65 0.46 3.01  -0.019
C -2.19 0.31 1.62  -0.239
C -2.94 -0.07 0.57  -0.127
C -5.01 -0.91 1.50  -0.125
N -0.86 0.62 1.28  -0.009
C -0.01 1.03 2.15  -0.067
C 1.39 1.27 1.82  -0.249
C 2.27 1.77 2.76  0.018
C 3.60 1.93 2.42  0.013
C 4.02 1.58 1.15  0.004
C 3.09 1.12 0.24  -0.074
N 1.80 0.96 0.57  -0.023
H -4.02 0.23 4.55  0.105
H -2.02 0.99 3.71  0.104
H -2.51 -0.07 -0.43  0.051
H -5.84 -1.45 1.08  0.131
H -0.26 1.19 3.19  0.127
H 1.91 2.02 3.75  0.140
H 4.31 2.31 3.15  0.138
H 5.05 1.68 0.84  0.131
H 3.38 0.84 -0.76  0.110
F -0.97 -3.55 -4.09  0.150
C -0.88 -2.43 -4.81  -0.610
F -2.04 -1.77 -4.70  0.155
F -0.71 -2.77 -6.09  0.176
C 0.27 -1.57 -4.32  -0.083
C 1.31 -1.21 -5.16  0.068
C 2.33 -0.39 -4.69  0.005
C 2.29 0.05 -3.39  -0.088
N 1.31 -0.34 -2.55  -0.102
C 0.32 -1.13 -3.00  -0.614
S -0.88 -1.51 -1.76  0.727
H 1.32 -1.55 -6.19  0.145
H 3.14 -0.09 -5.34  0.129
H 3.03 0.73 -2.99  0.118
C 0.54 4.52 -2.68  0.055
C -0.23 3.29 -2.23  -0.401
O 0.61 2.23 -1.86  -0.249
C -1.14 2.74 -3.35  -0.548
F -1.52 1.46 -3.03  0.086
F -2.24 3.45 -3.52  0.220
F -0.48 2.66 -4.49  0.200
C -1.04 3.60 -0.96  -0.537
F -1.88 4.59 -1.04  0.245
F -1.76 2.43 -0.68  0.067
F -0.24 3.77 0.10  0.176
H 1.18 4.25 -3.52  0.109
H 1.16 4.88 -1.86  0.111
H -0.14 5.31 -2.99  0.120
C 3.05 -1.26 4.11  -0.035
C 1.86 -1.64 3.29  -0.277
C 1.98 -2.04 1.97  -0.049
C 0.88 -2.47 1.24  -0.113
C -0.39 -2.52 1.82  -0.539
C -0.52 -2.12 3.15  -0.103
C 0.58 -1.67 3.87  -0.029
S -1.85 -3.05 0.98  0.897
C -1.28 -4.45 0.02  -0.370
O -4.20 -0.47 0.46  0.036
H 3.97 -1.29 3.52  0.083
H 3.18 -1.94 4.95  0.098
H 2.96 -0.26 4.54  0.071
H 2.96 -2.06 1.50  0.119
H 1.01 -2.81 0.22  0.084
H -1.48 -2.19 3.64  0.111
H 0.46 -1.40 4.91  0.130
H -0.92 -5.25 0.67  0.056
H -0.51 -4.17 -0.70  0.007
H -2.15 -4.80 -0.53  0.050

Output
spin multiplicity	1
total charge	+2
HOMO level	-12.9510	eV
E_tot	-5789.75807	hartree
max |F|	0.568	eV Å⁻¹
energy above the lowest of the compared OMol25 structures with the same formula, charge and spin	80.9	kcal/mol


DFT (ωB97M-V with the def2-TZVPD basis set) results for a structure of composition C30H25BrFN3O5Rb in a non-equilibrium geometry.

Each line ends with the Löwdin charge.
Cartesian coordinates (Å):
Rb -0.84 -0.73 0.42  1.139
O -0.15 3.68 -1.35  -0.108
C -0.67 4.54 -0.55  -0.400
C -0.59 5.94 -0.78  -0.039
C -1.16 6.85 0.09  -0.134
C -1.81 6.43 1.25  -0.146
C -1.89 5.07 1.51  -0.073
C -1.34 4.14 0.65  -0.129
C -1.46 2.65 0.91  -0.354
O -0.36 1.92 0.45  -0.179
N -2.68 2.21 0.22  0.013
N -3.22 1.05 0.48  -0.040
C -4.13 0.56 -0.29  -0.238
C -4.80 -0.69 -0.04  -0.638
Br -3.91 -1.89 1.16  0.753
C -5.93 -1.10 -0.62  -0.122
C -6.84 -0.24 -1.40  -0.228
C -7.50 -0.72 -2.53  -0.043
C -8.37 0.09 -3.24  -0.095
C -8.60 1.40 -2.84  -0.102
C -7.98 1.88 -1.69  -0.083
C -7.12 1.07 -0.98  -0.045
H -0.08 2.46 -0.39  0.061
H -0.08 6.28 -1.67  0.098
H -1.08 7.91 -0.12  0.087
H -2.24 7.15 1.93  0.078
H -2.40 4.73 2.41  0.104
H -1.62 2.43 1.96  0.147
H -2.87 2.65 -0.68  0.156
H -4.43 1.09 -1.20  0.130
H -6.22 -2.14 -0.52  0.099
H -7.32 -1.74 -2.85  0.111
H -8.86 -0.30 -4.12  0.098
H -9.27 2.03 -3.41  0.096
H -8.18 2.89 -1.35  0.102
H -6.67 1.44 -0.06  0.116
C 5.20 -5.47 1.82  -0.045
C 5.65 -4.39 0.83  -0.315
C 6.91 -3.71 1.35  -0.155
C 7.34 -2.59 0.42  -0.134
C 6.22 -1.59 0.31  -0.149
C 6.47 -0.25 0.10  0.038
C 5.41 0.64 0.00  -0.263
F 5.70 1.95 -0.21  0.056
C 4.11 0.24 0.11  0.077
C 3.84 -1.12 0.32  -0.039
C 2.42 -1.54 0.45  -0.317
O 1.54 -0.69 0.55  -0.187
C 2.23 -2.97 0.40  -0.014
C 3.30 -3.78 0.48  0.012
N 4.60 -3.39 0.60  0.014
C 4.89 -2.04 0.42  -0.084
C 0.85 -3.70 0.26  -0.664
O 0.94 -4.89 -0.09  -0.030
O -0.17 -3.02 0.51  -0.278
H 6.05 -6.10 2.07  0.080
H 4.42 -6.10 1.41  0.074
H 4.82 -5.00 2.73  0.096
H 5.89 -4.87 -0.13  0.154
H 7.69 -4.46 1.47  0.117
H 6.69 -3.29 2.34  0.133
H 7.57 -3.00 -0.57  0.125
H 8.24 -2.10 0.79  0.116
H 7.48 0.11 0.01  0.125
H 3.28 0.93 0.04  0.140
H 3.11 -4.85 0.43  0.125

Output
spin multiplicity	1
total charge	-1
HOMO level	-4.2389	eV
E_tot	-4396.74549	hartree
max |F|	2.441	eV Å⁻¹


DFT (ωB97M-V with the def2-TZVPD basis set) results for a structure of composition C30H25F5N3OPdS2 in a non-equilibrium geometry.

Each line ends with the Mulliken spin population.
Cartesian coordinates (Å):
Pd 1.10 -0.56 -0.33  1.201
C -1.07 4.80 -1.37  -0.014
C -0.21 4.63 -0.12  0.029
N -0.80 3.70 0.82  -0.005
C -1.74 4.23 1.79  0.002
C -3.19 3.94 1.43  0.000
C -0.54 2.40 0.78  -0.032
S 0.58 1.88 -0.48  0.546
N -1.15 1.63 1.65  0.023
C -1.02 0.35 1.95  -0.003
O -0.25 -0.50 1.43  0.096
C -1.91 -0.07 3.07  0.017
C -2.00 -1.42 3.39  0.001
C -2.80 -1.84 4.44  -0.001
C -3.51 -0.91 5.18  -0.001
C -3.43 0.43 4.86  0.001
C -2.63 0.86 3.81  -0.001
H -0.57 5.46 -2.07  -0.001
H -2.03 5.23 -1.12  0.000
H -1.21 3.84 -1.86  0.005
H -0.09 5.59 0.39  0.003
H 0.79 4.27 -0.39  -0.006
H -1.59 5.31 1.85  0.001
H -1.51 3.79 2.76  0.000
H -3.46 4.40 0.48  0.000
H -3.85 4.33 2.20  0.000
H -3.36 2.87 1.35  0.000
H -1.44 -2.14 2.81  0.000
H -2.85 -2.89 4.69  0.000
H -4.14 -1.24 6.00  0.000
H -3.97 1.17 5.44  0.000
H -2.56 1.90 3.57  -0.001
C 0.51 -5.57 -2.13  0.187
C 1.32 -4.75 -1.34  -0.068
C 1.09 -3.40 -1.29  0.124
C 0.09 -2.81 -2.10  -0.003
C -0.75 -3.65 -2.86  0.183
C -0.53 -5.01 -2.86  -0.074
N -0.02 -1.46 -2.05  0.572
C -0.70 -0.73 -2.97  -0.023
C -1.40 0.42 -2.56  0.094
C -2.05 1.21 -3.48  -0.054
C -2.05 0.86 -4.83  0.129
C -1.39 -0.29 -5.25  -0.059
C -0.70 -1.07 -4.34  0.141
H 0.67 -6.64 -2.14  0.007
H 2.13 -5.18 -0.76  0.001
H 1.69 -2.74 -0.65  0.000
H -1.58 -3.22 -3.40  0.002
H -1.18 -5.65 -3.45  0.000
H -1.47 0.62 -1.50  -0.002
H -2.58 2.09 -3.15  0.000
H -2.55 1.49 -5.55  0.007
H -1.41 -0.57 -6.29  -0.001
H -0.12 -1.91 -4.68  -0.001
F 7.88 -2.90 2.01  0.015
C 6.87 -2.21 1.49  0.130
C 6.78 -0.83 1.70  -0.032
F 7.72 -0.20 2.39  -0.004
C 5.70 -0.12 1.18  0.089
F 5.63 1.19 1.39  0.012
C 4.70 -0.75 0.44  -0.030
S 3.38 0.18 -0.21  0.737
C 4.85 -2.12 0.20  0.088
F 3.91 -2.72 -0.54  0.006
C 5.91 -2.85 0.71  -0.029
F 6.00 -4.15 0.45  -0.003

Output
expectation value of S²	6.080
spin multiplicity	5
total charge	+1
HOMO level (alpha / beta)	-10.8877 / -11.3373	eV
E_tot	-2820.95985	hartree
max |F|	1.891	eV Å⁻¹
energy above the lowest of the compared OMol25 structures with the same formula, charge and spin	16.9	kcal/mol


DFT (ωB97M-V with the def2-TZVPD basis set) results for a structure of composition C30H25InN5O26S4 in a non-equilibrium geometry.

Each line ends with the Löwdin charge.
Cartesian coordinates (Å):
In 12.73 -3.14 8.34  1.156
S 12.10 -3.72 11.88  0.168
O 11.13 -3.44 10.80  -0.328
O 12.11 -2.50 12.62  -0.358
O 11.56 -4.85 12.65  -0.414
O 13.36 -4.12 11.13  -0.484
S 11.08 -6.21 7.88  0.080
O 11.38 -7.41 8.62  -0.385
O 9.90 -6.39 7.06  -0.377
O 10.75 -5.18 8.85  -0.334
O 12.24 -5.64 7.21  -0.468
S 11.45 0.19 9.67  0.122
O 10.87 1.13 8.68  -0.386
O 10.58 -0.94 9.56  -0.277
O 12.74 -0.42 9.24  -0.437
O 11.47 0.65 11.02  -0.392
S 10.08 -2.83 5.76  0.152
O 9.93 -2.55 7.21  -0.288
O 9.31 -4.01 5.47  -0.364
O 9.53 -1.57 5.27  -0.382
O 11.54 -3.06 5.67  -0.448
C 18.45 -6.11 10.98  -0.084
C 19.12 -6.25 9.74  -0.111
C 18.51 -5.77 8.60  -0.028
C 17.18 -5.26 8.66  -0.105
C 16.60 -5.14 9.89  -0.019
C 17.25 -5.42 11.02  -0.074
N 16.54 -4.71 7.44  -0.271
O 15.47 -4.06 7.52  0.036
O 17.20 -4.83 6.37  -0.006
H 18.87 -6.47 11.90  0.085
H 20.14 -6.60 9.79  0.079
H 19.14 -5.84 7.73  0.097
H 15.57 -4.81 9.90  0.123
H 16.73 -5.32 11.96  0.122
C 16.20 -10.87 10.91  -0.185
C 16.31 -9.78 10.06  -0.087
C 15.31 -8.79 10.03  0.055
C 14.27 -8.96 11.03  -0.066
C 14.15 -10.12 11.86  0.011
C 15.16 -11.10 11.69  -0.143
N 13.22 -7.89 11.06  -0.275
O 13.47 -6.83 10.44  0.075
O 12.07 -8.03 11.59  0.051
H 17.01 -11.54 10.70  0.086
H 17.20 -9.73 9.45  0.090
H 15.38 -7.81 9.59  0.107
H 13.38 -10.24 12.60  0.102
H 15.14 -12.10 12.09  0.088
C 17.78 -1.82 13.75  -0.168
C 18.64 -1.36 12.87  -0.115
C 18.19 -1.27 11.45  0.011
C 16.86 -1.62 11.17  -0.092
C 15.98 -2.13 12.20  0.049
C 16.45 -2.18 13.48  -0.060
N 16.33 -1.46 9.79  -0.341
O 16.80 -0.58 9.12  0.058
O 15.31 -2.01 9.46  0.052
H 18.15 -1.89 14.76  0.086
H 19.61 -0.88 12.93  0.077
H 18.83 -0.98 10.64  0.090
H 14.97 -2.33 11.87  0.109
H 15.79 -2.68 14.17  0.115
C 14.05 -0.41 1.17  -0.176
C 14.28 -1.55 1.77  -0.119
C 14.17 -1.67 3.15  0.046
C 13.59 -0.62 3.92  -0.075
C 13.25 0.57 3.23  0.024
C 13.60 0.70 1.84  -0.092
N 13.29 -0.78 5.36  -0.334
O 12.22 -0.38 5.77  0.140
O 14.12 -1.39 6.05  0.023
H 14.19 -0.32 0.10  0.090
H 14.72 -2.31 1.14  0.085
H 14.37 -2.58 3.70  0.107
H 12.78 1.42 3.72  0.106
H 13.26 1.55 1.27  0.076
C 11.53 -5.96 2.79  -0.056
C 11.62 -6.13 1.44  -0.077
C 12.80 -5.76 0.83  -0.061
C 13.79 -5.19 1.57  -0.181
C 13.72 -5.21 2.98  0.052
C 12.53 -5.58 3.59  -0.006
N 15.04 -4.81 0.97  -0.359
O 15.91 -4.24 1.68  0.024
O 15.13 -5.02 -0.21  0.026
H 10.62 -6.13 3.36  0.132
H 10.83 -6.46 0.78  0.092
H 12.84 -6.01 -0.22  0.100
H 14.51 -4.74 3.55  0.114
H 12.32 -5.30 4.61  0.112

Output
spin multiplicity	1
total charge	-5
HOMO level	6.0367	eV
E_tot	-5169.82116	hartree
max |F|	7.015	eV Å⁻¹